No. 1
Molecular formula: C11H15NPSn
Method: DFT, wB97M-V/def2-TZVPD

## Properties
energy relative to the best compared isomer or geometry (same formula, charge and spin): 0.000 eV
HOMO level (spin up / spin down): -1.64 / -1.64 eV
total charge: -1
orbital gap (spin up / spin down): 4.06 / 4.06 eV
F_max: 2.0 eV Å⁻¹
E: -28256.57772 eV

Each line ends with the Mulliken charge.
Positions of all 29 atoms, in Å:
C (0.215025, -0.625296, -2.605672)  -0.583
C (-0.901469, -1.440529, -2.915355)  -0.548
C (-0.628070, -2.769744, -2.457842)  -0.462
C (0.647262, -2.767538, -1.802344)  -0.736
C (1.146638, -1.431848, -1.840802)  -0.565
Sn (1.022214, 1.505608, 0.649541)  -0.011
P (-0.801885, 3.361777, 0.912181)  -0.228
H (0.350940, 0.417798, -2.910613)  0.364
H (-1.799513, -1.133583, -3.450065)  0.374
H (-1.271101, -3.641924, -2.567667)  0.382
H (2.070374, -1.058148, -1.410011)  0.474
H (1.152725, -3.623668, -1.353807)  0.355
H (-1.898081, 3.257974, 1.825919)  0.072
H (-1.419530, 3.598119, -0.358913)  0.085
H (-0.225311, 4.638443, 1.196917)  0.051
C (-0.970042, -0.037686, 6.511820)  -1.335
C (-0.524595, 0.084835, 5.079764)  1.081
C (0.801872, 0.437682, 4.803509)  -0.662
C (1.225467, 0.608936, 3.490649)  -0.161
N (0.361430, 0.490579, 2.441269)  -0.215
C (-0.912629, 0.061855, 2.692184)  -0.522
C (-1.370993, -0.136049, 3.987211)  -0.489
H (-0.264073, -0.658748, 7.085380)  0.328
H (-1.009762, 0.943726, 7.011547)  0.275
H (-1.963906, -0.489089, 6.588009)  0.345
H (1.517489, 0.585776, 5.611957)  0.325
H (2.270250, 0.819834, 3.261366)  0.235
H (-1.546781, -0.131754, 1.830292)  0.500
H (-2.414146, -0.460737, 4.147474)  0.274

Forces on atoms 1 to 3 (eV/Å):
C 0.29 -0.89 0.78
C 0.69 -0.66 0.04
C 0.59 0.53 0.33

---

No. 2
Molecular formula: C11H15NPY
Method: DFT, wB97M-V/def2-TZVPD

## Properties
energy relative to the best compared isomer or geometry (same formula, charge and spin): 0.000 eV
HOMO level (spin up / spin down): -5.46 / -5.48 eV
orbital gap (spin up / spin down): 4.49 / 4.20 eV
F_max: 2.7 eV Å⁻¹
E: -23464.62439 eV

Each line ends with the Mulliken charge.
Positions of all 29 atoms, in Å:
C (0.600761, 2.271547, -2.298402)  -0.458
C (1.932439, 1.803895, -2.229432)  -0.785
C (2.069197, 0.715251, -3.142646)  -0.388
C (0.818185, 0.504444, -3.791913)  -0.644
C (-0.111220, 1.443884, -3.282120)  -0.611
Y (-2.193751, 0.356760, 0.196726)  0.316
P (-1.822845, 2.830990, 0.379741)  -0.130
H (0.179772, 3.102639, -1.745351)  0.520
H (2.727494, 2.205468, -1.598203)  0.379
H (2.994753, 0.179363, -3.346953)  0.404
H (-1.154999, 1.564599, -3.574276)  0.403
H (0.626761, -0.246179, -4.555956)  0.410
H (-3.048379, 2.510812, -0.389527)  0.073
H (-2.132952, 4.177143, 0.776047)  0.158
H (-2.318374, 1.987378, 1.557374)  0.052
N (0.112393, 0.109925, 0.648238)  -0.435
C (0.204751, -1.254675, 1.282701)  0.749
C (-0.861025, -2.122055, 1.017257)  -0.590
C (-1.115797, -3.101332, 1.998063)  -0.513
C (-0.263659, -3.231757, 3.095389)  -0.524
C (0.845722, -2.396276, 3.260424)  -0.385
C (1.090016, -1.390786, 2.330163)  -0.617
H (0.479754, 0.824639, 1.289610)  0.313
H (0.704213, 0.230619, -0.184726)  0.239
H (-1.369724, -2.111648, 0.026050)  0.589
H (-1.988519, -3.750898, 1.895980)  0.360
H (-0.446386, -4.003632, 3.843634)  0.370
H (1.535360, -2.537646, 4.090990)  0.367
H (1.906061, -0.672472, 2.451118)  0.377

Forces on atoms 1 to 3 (eV/Å):
C -0.62 -1.25 -0.87
C -0.31 -0.47 -0.15
C -0.53 0.21 0.03

---

No. 3
Molecular formula: C11H16
Method: DFT, wB97M-V/def2-TZVPD

## Properties
energy relative to the best compared isomer or geometry (same formula, charge and spin): 2.151 eV
HOMO level (spin up / spin down): -6.91 / -7.38 eV
orbital gap (spin up / spin down): 7.43 / 7.50 eV
F_max: 2.9 eV Å⁻¹
E: -11662.67924 eV

Each line ends with the Mulliken charge.
Positions of all 27 atoms, in Å:
C (-1.044319, 1.824599, -0.538104)  -1.194
C (0.231189, 1.913425, 0.030254)  -0.620
C (-2.376365, 0.097293, 0.870614)  -0.730
C (-1.846270, -1.309302, 0.645598)  -0.626
C (-1.822942, 0.603004, -0.523070)  0.279
C (1.043740, 0.841250, 0.258008)  0.452
C (-1.054676, -0.709860, -0.488503)  -0.814
C (0.506892, -0.498265, -0.431230)  2.574
C (2.238533, 0.835731, 1.131695)  -1.464
C (0.934582, -0.403829, -1.907587)  -1.615
C (1.168726, -1.729236, 0.192108)  -2.299
H (-1.479308, 2.707349, -0.984110)  0.415
H (0.596923, 2.907365, 0.264292)  0.393
H (-3.453488, 0.219635, 0.963218)  0.360
H (-1.863497, 0.605575, 1.683482)  0.280
H (-1.287521, -1.752289, 1.468038)  0.267
H (-2.600362, -2.018794, 0.304702)  0.262
H (-2.640495, 0.638620, -1.243730)  0.526
H (2.075323, 0.200039, 2.002370)  0.271
H (2.446746, 1.845410, 1.480365)  0.450
H (3.115698, 0.456107, 0.608820)  0.301
H (0.673735, -1.323181, -2.430051)  0.434
H (2.011010, -0.247694, -1.990791)  0.390
H (0.423656, 0.426867, -2.388128)  0.342
H (2.244097, -1.712298, 0.028143)  0.470
H (0.772108, -2.631591, -0.269050)  0.437
H (0.986293, -1.785931, 1.262647)  0.459

Forces on atoms 1 to 3 (eV/Å):
C 0.40 0.60 -0.10
C 0.00 0.46 -0.08
C -0.39 0.49 0.19

---

No. 4
Molecular formula: C11H16
Method: DFT, wB97M-V/def2-TZVPD

## Properties
energy relative to the best compared isomer or geometry (same formula, charge and spin): 1.820 eV
HOMO level: -8.98 eV
SMILES: c1ccccc1.C1CCCC1
orbital gap: 9.99 eV
F_max: 7.5 eV Å⁻¹
E: -11663.00955 eV

Each line ends with the Mulliken charge.
Positions of all 27 atoms, in Å:
C (-1.062894, -2.123929, -0.690260)  -0.371
C (-0.377728, -1.077284, -1.534601)  -0.758
C (-1.108015, 0.112470, -1.652712)  -0.183
C (-2.267687, 0.348688, -0.847675)  -0.436
C (-2.742703, -0.639916, 0.027816)  -0.150
C (-2.137809, -1.910616, 0.225827)  -0.576
H (-0.912125, -3.209383, -0.711134)  0.314
H (0.444660, -1.299560, -2.092323)  0.633
H (-0.610022, 0.991443, -2.183966)  0.406
H (-2.585556, 1.358318, -0.737836)  0.353
H (-3.607155, -0.321941, 0.678572)  0.245
H (-2.356343, -2.520086, 1.018448)  0.518
C (2.283296, -0.277227, 0.630165)  -0.980
C (2.316508, 1.021504, -0.254722)  -0.144
C (1.556685, 2.125605, 0.301164)  -0.662
C (1.304267, 1.665262, 1.764939)  -0.611
C (1.020181, 0.076503, 1.518897)  -0.046
H (2.208937, -1.087142, 0.100419)  0.605
H (3.141137, -0.423099, 1.390923)  0.234
H (1.855748, 0.726606, -1.226363)  0.017
H (3.409649, 1.192351, -0.833532)  0.298
H (0.748800, 2.303222, -0.384116)  0.220
H (2.157581, 2.993785, 0.218724)  0.311
H (0.462581, 2.154064, 2.301075)  0.359
H (2.292919, 1.584083, 2.259597)  0.269
H (0.099388, 0.127728, 0.789125)  -0.140
H (0.545205, -0.496750, 2.479356)  0.273

Forces on atoms 1 to 3 (eV/Å):
C 0.14 0.26 0.08
C -6.01 -1.52 2.84
C 1.19 0.97 0.87

---

No. 5
Molecular formula: C11H16BNO12P
Method: DFT, wB97M-V/def2-TZVPD

## Properties
energy relative to the best compared isomer or geometry (same formula, charge and spin): 2.958 eV
HOMO level: -4.93 eV
total charge: -1
orbital gap: 5.27 eV
F_max: 4.3 eV Å⁻¹
E: -47691.27060 eV

Each line ends with the Mulliken charge.
Positions of all 42 atoms, in Å:
C (-1.588022, -3.918512, -0.365777)  -1.150
C (-1.456383, -2.342726, -0.637892)  0.905
O (-2.158169, -1.660112, 0.421016)  -0.562
C (0.081888, -1.856571, -0.799045)  -1.454
C (0.351119, -0.396320, -0.240373)  0.489
C (0.353607, 0.793540, -1.013185)  0.444
C (0.109465, 0.692663, -2.598110)  -0.525
O (-0.564775, 1.845489, -3.159231)  -0.145
O (0.180849, 2.415206, -4.165807)  -0.402
C (0.617382, 2.189227, -0.262995)  0.119
O (0.214961, 3.282176, -0.733308)  -0.591
C (1.465613, 2.186761, 1.107210)  -0.075
B (2.248142, 3.526524, 1.575283)  0.551
N (3.196008, 4.316669, 0.715351)  -0.670
O (2.046111, 3.966714, 2.945942)  -0.587
C (1.514086, 1.005970, 1.886177)  0.349
P (2.448906, 0.782825, 3.500641)  1.103
O (1.525957, 1.236594, 4.632658)  -0.664
O (2.713876, -0.911938, 3.663180)  -0.514
O (3.990713, 1.490455, 3.523551)  -0.537
C (0.645101, -0.233380, 1.323097)  0.027
O (0.167300, -1.051038, 2.127672)  -0.552
H (-2.196900, -4.455428, -1.178122)  0.200
H (-2.184873, -4.055940, 0.604860)  0.257
H (-0.584382, -4.446499, -0.188528)  0.351
H (-2.044000, -2.110741, -1.603570)  0.158
H (-3.068907, -1.418308, 0.143977)  0.367
H (0.362990, -1.992252, -1.892838)  0.358
H (0.716763, -2.583151, -0.174650)  0.392
H (-0.508133, -0.241300, -2.872744)  0.179
H (1.108909, 0.583817, -3.164124)  0.323
H (0.188066, 1.732954, -4.881773)  0.338
H (2.645632, 5.143185, 0.401151)  0.266
H (3.859172, 4.733143, 1.403466)  0.272
H (1.185782, 3.590593, 3.237102)  0.352
H (3.331783, -1.116423, 2.914473)  0.314
H (4.326529, 1.503172, 2.600321)  0.357
C (-4.974200, -2.799813, -1.944108)  0.630
O (-6.170112, -2.625915, -2.297238)  -0.807
O (-4.532695, -1.771409, -1.154051)  -0.453
O (-4.170764, -3.718287, -2.192555)  -0.669
H (-5.394396, -1.311617, -1.207103)  0.256

Forces on atoms 1 to 3 (eV/Å):
C -0.09 -0.47 0.29
C -1.44 -0.48 -0.65
O 0.75 0.38 -0.28

---

No. 6
Molecular formula: C11H16BrClEuINO2P
Method: DFT, wB97M-V/def2-TZVPD

## Properties
HOMO level (spin up / spin down): -15.45 / -15.49 eV
total charge: +2
orbital gap (spin up / spin down): 7.71 / 4.42 eV
multiplicity: 7
F_max: 6.1 eV Å⁻¹
E: -136515.65518 eV

Each line ends with the Mulliken spin population.
Positions of all 35 atoms, in Å:
C (0.534813, 2.440977, -1.959976)  0.206
C (0.276791, 1.018500, -2.074473)  0.266
H (0.609659, 2.714547, -3.005592)  0.010
H (1.465096, 2.628536, -1.413717)  -0.006
H (-0.278965, 2.975373, -1.450142)  -0.010
O (0.099386, 0.182524, -2.883497)  0.372
I (-0.354934, -1.515200, 2.575918)  0.189
Eu (-0.258581, 0.196487, 0.248867)  4.281
P (2.503493, -0.484028, 0.189702)  0.473
C (2.792946, -2.135330, -0.414425)  0.047
C (3.459650, 0.690083, -0.747570)  0.069
H (2.486242, 0.433281, 2.433466)  0.002
H (4.069674, -0.263968, 1.887324)  0.022
H (2.688857, -1.337141, 2.413410)  -0.003
C (2.981606, -0.400971, 1.922416)  0.038
H (3.291337, 1.701074, -0.364721)  -0.007
H (4.488897, 0.364075, -0.580054)  0.034
H (3.871350, -2.275647, -0.280194)  0.034
H (2.509953, -2.209802, -1.468547)  -0.002
H (3.183523, 0.637873, -1.803611)  -0.001
H (2.218058, -2.859967, 0.173662)  -0.004
C (-0.327188, -1.814526, -0.916851)  -0.021
O (-0.540183, -2.821265, -1.405033)  0.003
Cl (0.441857, 2.276867, 1.269950)  -0.012
Br (-4.960289, 3.144425, -1.807232)  0.001
C (-4.277321, 1.651153, -0.880966)  0.001
C (-5.136261, 0.738252, -0.273789)  0.003
C (-4.610614, -0.362958, 0.399103)  -0.003
C (-3.231737, -0.550767, 0.447940)  0.008
N (-2.441518, 0.373103, -0.167908)  0.011
C (-2.897561, 1.474637, -0.824873)  0.004
H (-6.202560, 0.882331, -0.326002)  0.000
H (-5.228270, -1.094950, 0.882641)  0.000
H (-2.762591, -1.367188, 0.957331)  -0.001
H (-2.193587, 2.140004, -1.271964)  -0.002

Forces on atoms 1 to 3 (eV/Å):
C 0.22 0.89 -1.15
C -0.15 -1.40 0.52
H 0.14 0.93 -0.28